Record 1
Formula: C5H26NO10
Source: OMol25
Level of theory: ωB97M-V/def2-TZVPD

Structure (XYZ):
```
42
Properties=species:S:1:pos:R:3:forces:R:3
H 0.730955 -3.014610 -2.686750 0.3 0.5 -0.2
O 0.996417 -2.870570 -1.777895 -0.3 -0.8 1.4
H -2.433960 1.228665 -3.019845 -0.4 0.2 0.7
H 1.588276 -2.134376 -1.631140 0.0 0.4 -1.0
H 1.729471 2.795545 -2.852689 0.2 0.0 0.1
O -0.168361 -0.137245 -0.379404 -0.2 0.5 -0.8
H -1.988131 1.827272 1.013621 -0.3 0.0 0.3
H -0.531953 -4.242232 2.116011 0.5 -0.1 -0.3
O 0.853505 2.465202 0.984376 0.3 -0.1 -0.1
H 1.045803 0.941439 -2.502759 -0.1 -0.4 -0.4
O 1.236134 3.189072 -2.131938 -0.6 0.8 -0.2
H 2.535559 -1.467483 1.757186 -0.1 -0.3 -0.1
H -1.044484 3.710777 -2.011228 0.0 0.1 0.2
H 2.336872 0.456055 -3.277356 -0.3 0.0 -0.1
O -1.710751 2.681412 1.366320 -0.2 -0.2 -0.5
H 2.151345 0.292088 0.058717 -0.1 0.2 -0.4
C -1.864758 -1.172821 1.176053 -0.7 1.2 -1.8
H -1.140861 -2.860641 0.123812 -0.2 -0.2 0.0
H 1.259869 -1.447363 3.094483 0.1 -0.5 0.2
H -1.701976 3.210494 0.553571 -0.2 0.3 0.2
C -0.367422 -3.162780 2.109067 -0.9 -1.2 -0.2
O 2.525739 0.416039 0.935224 0.4 -0.5 0.2
H 1.256532 2.566132 -1.408068 0.2 -0.2 0.4
O -1.863220 3.291192 -2.310457 0.5 0.2 -0.1
H 1.132487 -3.080982 0.645236 0.6 -0.4 0.2
H -0.541736 -2.931623 3.160043 0.5 0.7 -0.1
N 1.009637 -2.868364 1.640111 -1.8 1.3 0.3
H -2.711658 -1.022801 0.487884 0.2 -0.4 0.1
C 1.638876 -1.905794 2.190618 0.9 0.1 -0.2
C -0.694147 -0.284152 0.671694 0.1 -2.2 3.8
H 1.184292 3.353495 1.140562 -0.2 0.2 0.2
H -0.063189 2.398779 1.344973 0.3 0.8 -0.2
C -1.459700 -2.640206 1.148177 0.5 0.1 0.1
H 0.672656 0.586322 1.764785 0.0 -0.2 -0.1
H -2.325402 -3.251317 1.383894 -0.2 0.0 -0.2
H -2.193421 -0.765068 2.128223 0.2 -0.3 0.2
H -2.016443 0.443565 -1.696834 -0.2 0.6 0.2
O 1.938349 0.589674 -2.413206 0.4 -0.4 0.5
O -0.117613 0.009971 1.905462 0.6 1.3 -1.2
H -1.533274 2.984250 -3.164593 -0.3 0.0 -0.1
O -2.007669 0.459023 -2.649011 0.5 -1.1 -1.0
H 2.657336 1.363954 1.013061 -0.1 0.1 0.0
```
Positions in Å, forces in eV/Å.

Values from the calculation:
* HOMO energy: -13.59 eV
* 2S+1: 1
* net charge: +1
* frontier orbital gap: 0.34797 hartree
* largest force on an atom: 4.4 eV/Å
* LUMO energy: -4.12 eV

Atom charges from the Mulliken analysis, given in e for atoms 1 to 6:
1. H 0.292
2. O -0.632
3. H 0.250
4. H 0.293
5. H 0.305
6. O -0.216


Record 2
Formula: C26H26IrN5PS
Source: OMol25
Level of theory: ωB97M-V/def2-TZVPD

Structure (XYZ):
```
60
Properties=species:S:1:pos:R:3:forces:R:3
C -2.104101 -3.508312 1.446256 0.0 0.0 0.0
H 4.062675 0.069470 3.066192 0.0 0.0 0.0
C 1.694512 -1.122545 -3.993789 0.0 0.0 0.0
C -3.292566 2.055740 1.966570 0.0 0.0 0.0
N -1.917032 0.166446 1.843750 -0.1 0.1 0.0
C 1.863705 4.665753 -0.001279 0.3 0.3 -0.2
H 2.560617 -1.593580 -4.439155 0.0 0.0 0.0
H -4.268225 2.735111 3.636324 0.0 0.0 0.0
C 2.604072 0.379267 1.529554 0.0 0.0 0.0
N -2.773170 0.941839 2.544254 0.0 -0.1 0.1
C -1.989557 -2.120945 1.244701 0.0 0.1 0.2
H -3.006579 0.662832 3.495238 0.0 0.0 0.0
P 0.704343 0.731498 -0.469575 0.0 0.0 0.0
H 2.630875 1.456649 1.640047 0.0 0.0 0.0
H -1.554838 -0.423207 -4.681038 0.0 0.0 0.0
N -4.049843 2.867316 2.653281 0.1 -0.1 0.0
H 3.500673 5.742870 -0.934168 0.0 0.0 0.0
H -2.561205 0.240306 -2.648184 0.0 0.0 0.0
H 2.578190 -3.474862 1.172077 0.0 0.0 0.0
C -2.179090 -2.441934 -1.074065 0.0 0.1 0.0
H -1.069569 -2.436875 3.866951 0.0 0.0 0.0
C 2.987204 4.790475 -0.879201 -0.3 0.3 0.4
N -2.023361 -1.603163 -0.041830 -0.1 -0.2 0.0
C -1.563583 -1.475823 3.730408 0.0 -0.1 0.0
C -2.296874 -3.813069 -0.920864 0.0 0.0 0.0
H 4.221919 3.797467 -2.295968 0.0 -0.1 0.0
H 1.586714 5.532971 0.587688 -0.1 -0.1 0.1
S -2.956236 2.334868 0.282221 -0.3 0.2 0.1
C 0.497833 -1.058746 -4.697954 0.0 0.0 0.0
H -2.204244 -2.004044 -2.062227 0.0 0.0 0.0
H 1.140832 -2.113103 -0.288910 0.0 0.0 0.0
C 1.761029 -1.629841 0.458130 0.0 0.0 0.0
C 0.662589 0.017319 -2.125868 -0.1 0.0 -0.1
H 0.282785 3.395816 0.779126 0.0 0.1 0.0
Ir -1.760382 0.451511 -0.106473 0.3 0.1 -0.2
H -2.426407 -4.437003 -1.794096 0.0 0.0 0.0
C 2.658597 2.520230 -1.508857 -0.3 -0.3 0.2
C 3.411260 -0.400893 2.342021 0.0 0.0 0.0
C 1.776863 -0.591857 -2.716459 0.0 0.0 0.1
C 1.785322 -0.232733 0.574294 0.0 0.0 -0.1
C -2.259339 -4.352499 0.362461 0.0 0.0 0.0
C -1.813626 -1.209280 2.295629 0.0 0.0 -0.1
H -4.487141 3.666468 2.204691 0.0 0.0 0.0
H -2.488429 -1.516567 4.319956 0.0 0.0 0.0
C 1.513523 2.377788 -0.626568 0.3 -0.3 -0.3
C -0.536092 0.055968 -2.849237 0.1 0.0 0.0
C 3.376211 3.721153 -1.624518 0.2 -0.1 -0.2
H 2.704675 -0.676905 -2.162777 0.0 0.0 0.0
H -2.363530 -5.419249 0.515949 0.0 0.0 0.0
C -0.625743 -0.471462 -4.123940 0.0 0.0 0.0
H 0.433302 -1.470966 -5.696507 0.0 0.0 0.0
H -2.096211 -3.905991 2.451582 0.0 0.0 0.0
C 2.570349 -2.397830 1.275357 0.0 0.0 0.0
H 4.037176 -2.389776 2.843222 0.0 0.0 0.0
C 3.396678 -1.784812 2.214559 0.0 0.0 0.0
H 2.958548 1.660852 -2.097269 0.1 0.1 0.0
H -0.912785 -0.710057 4.158251 0.0 0.0 0.0
C 1.129245 3.448412 0.106380 -0.2 0.2 0.2
H -1.783486 1.640711 -2.516216 0.0 0.0 0.0
N -1.729050 0.660803 -2.230150 0.0 0.0 0.0
```
Positions in Å, forces in eV/Å.

Values from the calculation:
* HOMO energy (spin up / spin down): -18.75 / -19.92 eV
* 2S+1: 6
* net charge: +4
* frontier orbital gap (spin up / spin down): 0.26266 / 0.17132 hartree
* largest force on an atom: 0.6 eV/Å
* LUMO energy (spin up / spin down): -11.61 / -15.26 eV

Atom charges from the Mulliken analysis, given in e for atoms 1 to 6:
1. C -1.003
2. H 0.490
3. C -0.947
4. C 0.756
5. N 0.150
6. C -0.628


Record 3
Formula: C3H8O2S2
Source: OMol25
Level of theory: ωB97M-V/def2-TZVPD

Structure (XYZ):
```
15
Properties=species:S:1:pos:R:3:forces:R:3
O 1.718485 2.676193 -2.515171 -0.8 1.0 1.5
H -0.643864 -1.292013 -0.741440 0.1 -0.3 0.2
H -0.430689 -0.360333 2.160088 -0.8 -0.2 -0.5
C -0.036913 -1.039577 0.144020 -1.2 -0.6 -0.5
H 2.161713 2.339113 -3.255574 1.0 -0.8 -1.6
C 0.720432 -2.296558 0.496255 0.5 0.5 -0.1
H -1.584049 -1.613504 1.499518 0.2 1.0 0.0
H -1.666699 3.285741 0.471864 -1.1 0.3 -0.5
H 0.594170 -0.266937 -0.301606 0.3 0.1 0.8
C -1.014962 -0.679479 1.255328 1.0 0.3 0.6
S -2.228744 0.574763 0.789538 -0.2 0.7 0.1
H 1.263724 1.936602 -2.114905 -0.1 -0.2 0.1
O 1.394007 -2.835989 -0.329334 0.5 -0.7 -0.4
H 0.696828 -2.720067 1.529399 -0.3 0.3 -0.1
S -0.943445 2.292038 0.912025 1.1 -1.4 0.6
```
Positions in Å, forces in eV/Å.

Values from the calculation:
* HOMO energy: -8.62 eV
* 2S+1: 1
* frontier orbital gap: 0.31941 hartree
* largest force on an atom: 2.0 eV/Å
* LUMO energy: 0.07 eV

Atom charges from the Mulliken analysis, given in e for atoms 1 to 6:
1. O -0.622
2. H 0.309
3. H 0.387
4. C -0.055
5. H 0.306
6. C -0.136


Record 4
Formula: C3H6N4
Source: OMol25
Level of theory: ωB97M-V/def2-TZVPD

Structure (XYZ):
```
13
Properties=species:S:1:pos:R:3:forces:R:3
N -1.077207 1.571291 1.128318 1.3 -1.5 0.6
C -1.038389 -0.851602 1.260256 -1.3 0.0 -0.4
C -1.162400 0.473862 0.462797 -0.9 0.4 1.2
H 1.505852 -0.629268 -2.081611 -0.1 0.1 0.0
H 2.174285 1.141748 -0.713058 -0.2 0.1 0.0
C 0.674863 0.009998 -0.349857 1.0 -1.0 0.6
H -1.862813 -1.267987 1.838830 0.5 -0.1 0.3
H -0.204533 2.070411 0.908466 -0.8 0.9 -0.7
N 0.068380 -1.315799 0.952606 -0.1 1.8 -1.0
H -1.625064 0.269329 -0.503799 1.0 0.0 -0.5
H 0.440169 -1.710855 -1.360485 0.0 0.1 0.0
N 0.687401 -0.741190 -1.496727 -0.1 -0.4 -0.2
N 1.419456 0.980063 -0.045739 -0.4 -0.2 0.2
```
Positions in Å, forces in eV/Å.

Values from the calculation:
* HOMO energy (spin up / spin down): -8.62 / -8.62 eV
* 2S+1: 1
* frontier orbital gap (spin up / spin down): 0.28554 / 0.28547 hartree
* largest force on an atom: 2.1 eV/Å
* LUMO energy (spin up / spin down): -0.85 / -0.85 eV

Atom charges from the Mulliken analysis, given in e for atoms 1 to 6:
1. N -0.699
2. C 0.044
3. C -0.051
4. H 0.235
5. H 0.216
6. C 0.673


Record 5
Formula: C16H40F24K4O8P4
Source: OMol25
Level of theory: ωB97M-V/def2-TZVPD

Structure (XYZ):
```
96
Properties=species:S:1:pos:R:3:forces:R:3
C 5.289312 -0.864342 0.960060 0.9 0.7 -0.3
F 5.617043 4.246659 -1.136171 -0.1 0.0 0.2
P 4.165442 4.443958 -0.460156 1.4 1.5 -1.2
H 7.140501 1.123662 -1.989463 0.1 0.0 -0.1
H -5.012244 -3.409819 -2.085825 0.0 0.0 0.0
H -3.474850 -3.811402 6.301546 -0.1 -0.2 0.3
H 5.431614 -1.944601 0.863061 -0.3 -0.1 0.0
F 3.502619 4.214839 -1.927493 -0.1 -0.4 0.1
H -0.047316 -5.508593 -1.217117 0.0 -0.2 -0.1
F -0.736161 7.331612 -2.919131 0.2 0.0 0.0
C -0.220762 -5.997255 -0.254984 0.2 0.7 0.2
H -2.216430 -1.022564 0.998526 -0.1 -0.1 -0.1
F -0.148001 6.988396 0.256410 0.0 -0.2 -0.1
H 1.995952 -0.735835 1.267118 0.2 -0.1 0.4
H -0.214201 -3.454419 4.963539 0.4 0.7 0.1
H -3.139668 -2.939828 -3.143935 -0.3 -0.1 -0.1
K 2.944903 2.434996 1.952776 0.1 0.0 -0.2
H 2.887619 -0.620941 -0.198571 0.1 -0.4 -0.1
F -0.547697 3.280844 -5.225798 -0.2 0.3 0.1
H -3.726630 -1.601425 1.718479 -0.1 0.2 0.1
H 6.051728 -0.474179 1.638107 -0.1 -0.3 0.2
C 7.328329 0.045829 -1.947869 0.0 0.1 0.4
H -0.377159 -0.527848 4.140260 -0.4 0.1 0.0
C -3.501592 -2.922024 6.935798 0.1 0.3 -0.3
H -4.532861 -2.635504 7.126734 0.0 0.0 -0.1
F -1.934151 4.012890 -3.539065 0.1 -0.4 -0.2
H -6.372926 -2.256682 -2.059933 0.0 -0.2 0.1
C -0.584635 -3.071345 -0.640081 1.0 1.1 -0.3
C 2.936990 -1.044060 0.809713 0.2 0.4 -0.2
H 8.394690 -0.151875 -2.022650 0.0 0.1 -0.2
H 2.530364 -3.007508 -1.662827 0.0 -0.2 -0.1
F 0.430928 1.354861 0.930035 -0.6 0.2 0.9
H -3.026891 -3.109830 7.904494 0.1 -0.1 -0.1
P -0.357955 2.048927 -0.294604 1.6 0.7 -3.3
C -4.936378 -1.887605 -0.566101 -0.7 -1.1 0.3
H 5.600284 0.937643 -0.148062 -0.5 0.0 -0.1
H -2.024798 -4.192318 0.473248 0.1 -0.2 -0.3
O -0.147995 -5.033087 0.788146 0.1 -0.2 0.0
C -5.290736 -2.357124 -1.966942 0.2 0.2 -0.3
C 5.605276 -0.140521 -0.350498 0.3 0.4 0.3
C -3.298940 -1.060279 0.869991 0.5 -0.3 0.1
H -5.539672 -1.020918 -0.268031 0.4 0.4 -0.2
F -0.457966 0.598783 -0.984971 -0.2 -0.1 0.0
C -1.155984 -2.893992 4.890943 -0.4 -1.4 0.6
O -1.335798 -2.320519 3.618543 -0.3 0.5 0.0
F 1.121250 6.742720 -1.696002 0.2 0.0 -0.1
H -3.240089 -1.686409 -4.385247 0.1 0.2 0.0
H -1.129860 -0.979612 5.903133 0.1 0.0 0.0
F 4.181048 2.828676 -0.117909 -0.5 -0.3 -0.4
O 4.049436 -0.492983 1.515571 -0.7 0.2 0.2
C -0.457088 -1.259860 3.327735 0.7 -0.1 0.5
F 4.236620 6.028958 -0.680160 -0.3 -0.5 -0.1
C -1.482067 -1.998172 6.075689 -0.4 0.8 0.1
H -0.882466 -3.449778 -1.624597 0.1 -0.5 0.2
P -1.955468 4.156849 -5.183436 -0.4 -0.7 -0.5
F 0.094761 8.705664 -1.199874 -0.4 -0.2 -0.4
K -2.040248 3.541705 2.602363 0.2 0.2 -0.5
H 1.055856 -3.551137 -2.545529 0.1 -0.3 0.2
F -2.002175 4.274288 -6.775492 0.1 -0.1 0.1
C -0.956267 -3.918973 0.562450 -1.4 0.5 0.0
F 4.852037 4.658721 0.995041 -0.5 -0.3 0.5
H -1.056413 -2.298031 7.038671 0.3 -0.4 -0.2
P -0.415760 7.178651 -1.360919 1.0 0.9 1.0
F -0.983724 2.731986 -1.637999 -1.2 -0.2 0.7
H 4.897843 -0.364079 -1.156953 0.1 -0.1 -0.1
O 6.938742 -0.461971 -0.684356 -0.2 -0.6 -0.2
F -1.108212 5.491826 -5.095476 -0.1 0.2 0.3
F 1.035583 2.360249 -1.043983 0.9 -0.6 0.8
K 0.979604 4.222953 -3.041491 -0.2 0.5 0.0
K -3.398182 1.778581 -2.408812 0.4 0.3 -0.6
C 1.471825 -2.824126 -1.840192 0.0 0.6 -0.2
H -1.023064 -2.066003 -0.619676 -0.5 -0.3 0.4
H -1.198866 -6.485084 -0.262050 0.0 -0.1 0.0
H -2.729904 -1.336320 -2.674646 0.0 0.2 -0.2
H 6.800293 -0.454282 -2.764757 -0.1 0.0 0.0
O 0.827197 -2.834912 -0.589488 -0.2 -0.6 -0.2
O -3.555564 -1.751329 -0.333249 -0.2 0.7 -0.3
F -1.930972 7.603819 -1.025615 -0.1 -0.4 0.1
H 1.382512 -1.847038 -2.339416 0.0 0.0 0.1
H -0.791058 -0.754561 2.425679 0.1 -0.1 -0.1
H -5.331140 -2.710696 0.059391 0.1 0.2 0.2
F 2.652860 4.543383 0.118795 0.2 -0.3 0.8
H -1.874719 -3.718539 4.968970 -0.1 0.2 -0.4
H -0.991207 -3.290528 1.453425 0.7 -0.2 0.1
O -4.765187 -1.620194 -3.050999 0.0 0.3 0.3
C -3.408879 -1.892116 -3.332116 0.4 -0.3 0.2
F -0.257777 3.492314 0.440750 -0.7 -0.6 0.6
H 3.004452 -2.131708 0.814205 -0.1 0.0 -0.2
F -3.391775 4.860714 -5.017939 0.3 0.4 -0.2
F -0.737471 5.581171 -1.409639 -1.0 -0.3 -0.1
O -2.885272 -1.841893 6.255898 0.0 0.1 0.0
H 0.587580 -6.700448 -0.078551 -0.1 -0.2 0.0
F -2.750809 2.708966 -5.301091 0.0 -0.2 0.6
H -3.633147 -0.015748 0.845446 -0.3 -0.1 -0.1
H 0.576172 -1.616780 3.214178 -0.1 -0.1 -0.3
F -1.874041 1.815456 0.263020 0.0 0.3 1.1
```
Positions in Å, forces in eV/Å.

Values from the calculation:
* HOMO energy: -9.84 eV
* 2S+1: 1
* frontier orbital gap: 0.28039 hartree
* largest force on an atom: 3.7 eV/Å
* LUMO energy: -2.21 eV

Atom charges from the Mulliken analysis, given in e for atoms 1 to 6:
1. C -0.541
2. F -0.380
3. P 1.258
4. H 0.254
5. H 0.356
6. H 0.292


Record 6
Formula: C3H3DyO3
Source: OMol25
Level of theory: ωB97M-V/def2-TZVPD

Structure (XYZ):
```
10
Properties=species:S:1:pos:R:3:forces:R:3
Dy 7.236046 0.595962 0.418463 -1.3 -0.5 2.0
C 1.469325 -1.903088 2.335469 0.7 1.0 -0.6
O 5.686159 -0.032533 4.253001 0.7 0.5 -1.6
C 6.100301 0.212790 3.142037 -1.5 -0.9 2.5
H 7.697844 1.195942 3.782760 -0.1 -0.1 0.2
O 5.629100 -0.076544 1.989483 0.8 0.2 -2.2
O 7.286844 0.906939 2.957393 1.4 0.7 -1.0
H 0.477089 -1.426544 1.748064 0.5 -0.4 0.4
C 0.407028 -2.534221 2.544638 -0.3 0.0 -0.1
H 2.457398 -1.429019 2.230515 -0.9 -0.5 0.2
```
Positions in Å, forces in eV/Å.

Values from the calculation:
* HOMO energy (spin up / spin down): -12.49 / -12.49 eV
* 2S+1: 7
* net charge: +1
* frontier orbital gap (spin up / spin down): 0.28025 / 0.22142 hartree
* largest force on an atom: 3.1 eV/Å
* LUMO energy (spin up / spin down): -4.86 / -6.46 eV

Atom charges from the Mulliken analysis, given in e for atoms 1 to 6:
1. Dy 1.323
2. C 0.054
3. O -0.489
4. C 1.109
5. H 0.344
6. O -0.702


Record 7
Formula: C6H13N4O3
Source: OMol25
Level of theory: ωB97M-V/def2-TZVPD

Structure (XYZ):
```
26
Properties=species:S:1:pos:R:3:forces:R:3
C 1.708025 -0.027232 0.648924 -0.1 0.4 -0.9
N -1.748071 -0.506967 0.001411 0.2 -1.5 2.2
O -3.701218 1.253198 -2.476151 0.2 -0.7 1.5
C -0.733739 -1.063208 0.471994 1.4 0.3 0.3
O 0.905018 -0.858536 -1.510877 -0.5 1.9 1.7
C -3.177638 0.619373 -1.400264 0.0 -0.7 1.6
H 1.070707 0.989197 2.242111 0.7 0.1 0.3
N -0.701424 -1.481931 1.891471 -1.0 -0.4 0.5
C 0.791620 -1.075919 -0.091185 -0.5 -0.6 -0.5
N 1.378357 0.009549 2.068939 -1.9 0.6 -0.5
H -1.302768 -0.235040 -2.064454 0.2 0.0 -0.1
H -0.191545 -2.389361 1.982536 -1.0 0.9 0.1
H 2.085433 -0.324673 2.700645 0.1 -0.1 0.3
O 1.154570 2.268705 0.992295 -0.7 2.4 1.9
C -1.972261 -0.086190 -1.233445 -3.2 2.9 -2.8
H -3.163654 1.126334 -3.246964 0.6 -0.1 -0.8
H 1.062719 -1.656749 -1.973686 0.2 -1.4 -0.5
H -3.900160 0.697425 -0.492706 1.5 -0.1 -1.7
H 0.362910 -0.527842 2.082551 0.9 -0.5 1.5
H 1.769609 1.117932 -1.735802 0.3 -0.9 -1.5
H -1.598006 -1.415658 2.531574 2.2 -0.3 -2.3
C 1.532109 1.520731 0.167290 0.8 -3.9 -0.6
H 2.781885 -0.264085 0.574115 -0.5 -0.1 -0.5
N 2.014798 1.764070 -1.045865 -0.8 -1.6 1.6
H 2.378805 2.632229 -1.148053 0.8 3.2 -1.3
H 1.193921 -2.085352 0.063596 0.0 0.1 0.5
```
Positions in Å, forces in eV/Å.

Values from the calculation:
* HOMO energy: -11.25 eV
* 2S+1: 1
* net charge: +1
* frontier orbital gap: 0.30784 hartree
* largest force on an atom: 5.2 eV/Å
* LUMO energy: -2.88 eV

Atom charges from the Mulliken analysis, given in e for atoms 1 to 6:
1. C -0.239
2. N -0.397
3. O -0.437
4. C 0.079
5. O -0.510
6. C 0.042